No. 1
Density functional theory data (ωB97M-V with the def2-TZVPD basis set) for a structure of composition C13H33AgN2O14Pb2S2.

XYZ file:
```
67
Properties=species:S:1:pos:R:3:mulliken_charge:R:1
H -36.24291 3.72741 -11.18670 0.267
O -31.62898 2.31753 -17.79786 -0.751
H -33.63647 -1.09922 -13.69935 0.514
O -35.06278 -0.33241 -19.07410 -0.776
O -28.70333 1.82684 -14.88932 -0.363
H -34.48553 3.59048 -11.30085 0.264
H -35.72786 2.34915 -14.72114 0.302
O -34.79534 5.03742 -14.30216 -0.202
H -29.56257 0.74731 -16.38556 0.068
C -33.52362 5.37266 -14.13674 0.738
H -35.46563 2.38305 -10.42674 0.355
H -27.32255 2.13698 -21.71189 0.248
S -35.59020 0.52073 -17.96537 1.297
H -33.72651 2.12596 -13.32032 -0.167
Pb -30.76221 3.39576 -14.12663 1.453
H -35.65422 5.59983 -16.07697 0.164
N -35.38248 1.46568 -15.11440 0.373
C -34.19176 7.69010 -16.65697 -1.348
H -36.36614 6.40095 -14.62908 0.387
Ag -34.98463 3.29867 -18.60394 0.535
H -30.86468 6.43587 -18.39429 0.306
H -30.68156 4.36088 -19.54651 0.076
C -30.11211 6.38560 -19.18777 -1.495
O -34.28360 1.19070 -17.46023 -0.531
H -36.04350 1.04744 -15.79490 0.476
O -36.39699 1.64593 -18.48932 -0.837
H -30.64639 6.82181 -20.03365 0.448
H -34.09895 0.89145 -12.03649 0.573
H -27.78645 0.36425 -15.97101 0.333
O -33.18361 6.42627 -14.84987 -0.354
O -31.17179 4.26236 -16.32814 -1.197
H -33.91967 6.87817 -17.34112 0.188
C -35.42264 3.02226 -11.31509 -0.772
H -28.13287 4.72816 -18.14327 0.436
H -29.53964 5.14784 -21.58876 0.427
H -29.66969 4.42169 -17.49702 0.168
O -35.59520 2.31251 -12.52906 -0.370
C -34.40663 7.15383 -15.26157 0.381
H -35.87644 0.04815 -13.67435 0.545
H -33.01561 0.15249 -14.80527 -0.036
C -29.77708 4.97405 -19.51222 0.626
C -28.93452 4.81043 -20.73926 -0.831
H -28.93543 3.32668 -18.49020 0.419
O -32.73424 4.68314 -13.51832 -0.673
C -35.45834 6.04520 -15.10111 -0.402
H -35.09525 8.16408 -17.03994 0.399
H -27.82130 3.45422 -22.73759 0.330
O -28.53633 3.47774 -20.78566 -0.267
H -29.13305 -0.11945 -14.93261 0.314
C -33.91345 -0.35610 -14.44788 -1.224
C -34.96799 0.57073 -13.96763 0.297
N -29.05752 4.33075 -18.33342 -0.076
S -32.20297 3.25042 -16.78505 1.988
H -26.56019 3.72925 -21.50933 0.343
O -33.38036 3.92081 -17.31101 -0.455
H -34.56954 1.64667 -15.72706 -0.575
C -28.77251 0.67605 -15.62457 -0.357
H -34.48850 7.99884 -14.57734 0.361
H -34.31690 -0.96883 -15.26229 0.371
C -27.49734 3.20986 -21.72019 -0.804
H -33.38314 8.41793 -16.67795 0.378
H -29.23904 6.97722 -18.92334 0.411
O -36.17791 -0.17111 -16.84972 -0.634
H -28.04683 5.45550 -20.63314 0.435
C -34.50554 1.49334 -12.85158 -0.387
Pb -32.73485 0.26228 -18.86841 1.306
O -32.51007 2.49408 -15.52903 -0.418
```

Output
- ⟨S²⟩: 0.75
- Total charge: +3
- 2S+1: 2
- E: -3006.15525 Eh
- E_LUMO (alpha / beta): -0.3652 / -0.3972 Ha

No. 2
Density functional theory data (ωB97M-V with the def2-TZVPD basis set) for a structure of composition C32H43Cl2MnNO2PS3Sb.

XYZ file:
```
86
Properties=species:S:1:pos:R:3:mulliken_charge:R:1
C 0.68198 -4.31139 4.27135 0.969
C 1.56717 -4.50088 0.77655 -0.193
H -1.10849 -1.45641 -0.00370 -0.261
C 2.94133 3.32977 -1.01566 -0.779
H -2.82077 4.05115 -1.74365 0.588
S -2.68010 3.10087 4.62744 -0.333
H 2.52680 -3.03786 -2.67150 0.452
H 1.21232 0.38825 -2.70177 0.398
C -0.91186 -4.02239 2.54817 1.091
C 1.53099 -1.32197 1.99389 0.511
S 0.36729 1.73164 3.74451 -0.550
H 2.46863 -3.02550 2.84648 0.023
H -2.75977 2.43304 -0.12075 0.657
H -0.87565 -1.30299 -3.78693 0.250
C -1.76252 -3.38945 3.43441 -0.808
C -1.51806 3.73613 1.01278 0.363
C 1.64432 0.68845 -1.74396 0.344
C -1.77291 2.89284 -0.24917 0.921
H -2.29809 6.59136 -0.67975 0.311
C 2.25808 -3.45358 -1.70862 -0.623
N 1.22099 -5.10843 2.02922 -0.144
H -1.88357 3.19063 1.88251 -0.444
S -2.36391 0.28564 2.15056 -0.535
H 1.53573 -0.15397 -1.05989 -1.146
H 0.81689 -6.17192 -0.29724 0.457
H 2.01814 -5.51171 2.50315 0.433
C 1.64759 -4.69772 -1.62768 -0.626
Mn -0.13607 0.42232 1.78923 0.190
H -0.77755 6.55556 0.18508 0.372
Sb -1.72867 0.88881 4.43610 0.381
C -1.65624 0.49468 -2.86280 -1.020
H 1.43662 -5.26388 -2.52538 0.405
C 1.30856 -5.21303 -0.38891 -0.353
H -1.44509 3.21290 -2.40096 0.347
H -3.77236 -1.16754 -2.85379 0.379
P -0.67986 1.42365 -0.34905 -1.035
C 2.53192 -2.44022 1.93027 -0.847
H -2.05234 -2.73193 5.45418 0.574
H 2.80490 2.73937 -3.10253 0.319
H 3.03114 -1.78800 -0.60059 0.489
Cl -1.45174 -4.21902 0.90859 -0.158
H -2.49048 1.17142 -3.06439 0.361
H 0.16029 -3.60050 6.20764 0.421
H -3.07407 -2.56336 -3.63823 0.452
C -0.95296 5.02999 -1.33313 -0.091
H -0.75234 1.01504 -3.19085 0.233
C -1.78720 3.76770 -1.52669 -1.229
C -1.21668 -1.26478 -1.07766 0.551
C 2.20399 -3.26423 0.70450 0.568
H 2.17772 1.97812 0.50766 0.151
H -2.71208 -3.02328 3.07046 0.379
C -1.83509 -0.78722 -3.68185 -0.888
C -1.55806 5.91986 -0.23845 -0.924
H -3.27102 4.91232 0.64734 0.342
H 3.55873 0.35946 -2.69405 0.614
H 1.24719 3.44588 0.32749 -0.141
O 1.74862 -0.23315 1.35483 -0.466
H 0.06860 4.74328 -1.06307 -0.349
H -1.86052 -3.20107 -1.74101 0.473
C 2.53846 -2.75260 -0.54834 -0.464
C -1.38973 -3.22595 4.75684 -0.528
H -2.18927 5.61808 1.82142 0.455
C -2.83457 -1.71307 -2.99837 -0.846
Cl 2.23118 -4.88469 4.84128 -0.223
C 0.87701 1.90806 -1.19287 0.683
H -0.45036 3.89904 1.18653 0.201
O 0.43270 -1.46928 2.57237 -0.548
C 1.79089 2.68204 -0.23202 -0.799
H -3.10542 -2.28673 -0.92135 0.347
H 3.53438 -2.02507 1.83764 0.553
C 3.14244 0.99070 -1.90630 -0.725
C -0.16098 -3.70367 5.18088 -0.811
H -2.62243 0.30995 -0.93248 1.104
C 3.37573 2.46548 -2.20936 -1.102
C -1.61224 0.19431 -1.34537 0.792
C -2.21361 5.08261 0.87178 -0.992
H 2.64050 4.32048 -1.36587 0.257
C -2.29036 -2.20180 -1.64286 -1.188
C 0.35368 -4.47646 2.91833 -1.210
H -2.15783 -0.53063 -4.69239 0.531
H 4.42300 2.65289 -2.45036 0.487
H -0.87345 5.58104 -2.27202 0.597
H 0.60976 2.57165 -2.02336 1.058
H 3.78394 3.48348 -0.33837 0.472
H 3.66967 0.72524 -0.98475 0.279
H -0.25347 -1.48783 -1.53137 -0.209
```

Output
- ⟨S²⟩: 8.96
- 2S+1: 6
- Energy above the lowest of the compared OMol25 structures with the same formula, charge and spin: 0.0 kcal per mole
- E: -5298.10489 Eh
- E_LUMO (alpha / beta): -0.0550 / -0.0684 Ha

No. 3
Density functional theory data (ωB97M-V with the def2-TZVPD basis set) for the ion C2N7O6 with charge -1.

XYZ file:
```
15
Properties=species:S:1:pos:R:3:mulliken_charge:R:1
O -0.20402 0.63005 -2.25479 -0.581
N -0.98060 0.42609 -1.31964 1.007
O -2.13692 0.79615 -1.27199 -0.566
C -0.45270 -0.08038 -0.06558 1.202
N 1.66751 1.26844 0.34893 -0.182
O -1.22502 1.87199 1.01383 -0.525
N 2.01422 -0.78964 -0.49013 -0.260
O -1.83211 -1.96222 -0.59749 -0.583
N -1.07188 -1.55426 0.24399 0.948
N -1.01213 0.69816 1.16845 0.893
N 2.93777 0.95848 0.30583 -0.494
O -0.54379 -2.24480 1.03701 -0.500
O -1.29986 0.05778 2.15349 -0.596
N 3.07765 -0.20521 -0.18662 -0.417
C 1.06185 0.12938 -0.08527 -0.346
```

Output
- Total charge: -1
- Energy above the lowest of the compared OMol25 structures with the same formula, charge and spin: 10.8 kcal per mole
- E: -910.65511 Eh
- E_LUMO: 0.0625 Ha

Q: Among the records above, which one has the highest E?
A: C2N7O6

Q: The lowest E belongs to which entry?
A: C32H43Cl2MnNO2PS3Sb